Computed, not measured: C25H52AsBF2N7OPSeV as an isolated structure at a distorted geometry, with ωB97M-V/def2-TZVPD.

Computed properties:
E, a.u.: -7589.24519
Net charge: +2
HOMO-LUMO gap (spin up / spin down), eV: 7.98 / 8.01
Relative energy (zero: lowest compared OMol25 entry of this formula, charge and spin), kcal per mole: 24.4
Multiplicity: 2
Expectation value of S²: 0.77
E_LUMO (spin up / spin down), Ha: -0.194 / -0.194
Highest occupied orbital energy (spin up / spin down), eV: -13.263 / -13.292

The geometry in XYZ format:
```
92
Properties=species:S:1:pos:R:3:forces:R:3
V 1.4524 -0.3486 0.1461 1.1 0.3 0.4
Se 2.8122 1.4270 0.9610 0.2 0.8 0.1
C 4.5990 0.9443 0.4718 -0.2 -0.3 0.1
C 5.2425 1.6005 -0.5567 0.2 0.1 -0.2
C 6.5402 1.2100 -0.8690 0.3 -0.3 0.2
N 7.2021 0.2345 -0.2313 -0.5 0.2 0.1
C 6.5602 -0.3786 0.7703 0.2 0.1 -0.2
C 5.2639 -0.0650 1.1537 0.1 0.0 0.0
H 4.7595 2.4009 -1.1027 0.0 0.0 0.0
H 7.0718 1.7031 -1.6774 0.0 0.0 0.1
H 7.1109 -1.1610 1.2885 0.0 0.1 -0.1
H 4.7829 -0.5973 1.9633 0.0 0.0 0.0
N 2.2504 -0.6638 6.6454 -0.1 0.2 -0.2
C 1.7613 0.3875 5.6565 0.1 -0.1 0.2
C 0.8584 -0.2424 4.6070 -0.1 0.0 -0.3
N 0.4221 0.7171 3.6097 0.0 -0.1 0.2
H 2.8246 -0.2599 7.3788 0.2 0.2 0.2
H 2.8063 -1.3775 6.1790 0.1 -0.1 -0.1
H 1.4707 -1.1380 7.0947 -0.2 -0.1 0.1
H 2.6425 0.8341 5.2034 0.1 0.0 0.0
H 1.2393 1.1447 6.2358 0.0 0.0 0.1
H -0.0133 -0.6876 5.0946 0.0 0.0 0.0
H 1.3989 -1.0466 4.0933 -0.1 0.1 0.0
H 1.2173 1.0841 3.0977 0.0 0.0 -0.1
H -0.1102 1.4863 4.0001 0.0 0.0 0.1
N 0.2626 0.3164 -1.2217 -0.3 0.6 -0.4
P -1.3581 0.2831 -0.9958 -0.1 -0.3 -0.3
N -1.7213 -0.9043 0.0601 0.1 -0.5 0.4
C -1.2923 -2.3181 -0.1373 -0.5 0.3 0.0
C -2.4516 -3.2888 0.0775 0.0 0.1 0.2
C -3.0895 -3.0618 1.4500 0.0 0.1 -0.1
C -3.5257 -1.6015 1.5963 0.0 -0.1 -0.1
C -2.3475 -0.6647 1.3829 0.1 -0.2 -0.3
N -2.0834 -0.0741 -2.3983 -0.2 0.0 -0.6
C -1.5715 0.3691 -3.7223 -0.4 -0.1 0.3
C -2.4558 1.4481 -4.3373 -0.1 0.0 0.0
C -3.9591 1.1059 -4.2057 0.1 -0.1 0.0
C -4.1670 -0.3340 -3.7431 0.1 0.0 0.0
C -3.4824 -0.6128 -2.4067 0.2 0.2 -0.2
N -1.8229 1.6850 -0.3576 -0.2 0.8 0.1
C -3.0349 2.4347 -0.7768 0.3 0.1 0.3
C -2.7459 3.9245 -0.6794 0.0 0.0 0.1
C -2.4748 4.3454 0.7783 0.0 -0.1 -0.1
C -1.8086 3.2077 1.5743 -0.1 0.0 -0.1
C -0.9589 2.3392 0.6585 -0.3 0.1 -0.1
H -0.5210 -2.5436 0.5946 0.2 0.0 0.1
H -0.8659 -2.4321 -1.1323 0.0 0.1 -0.2
H -2.0764 -4.3098 -0.0176 0.0 0.0 0.0
H -3.2060 -3.1484 -0.6950 0.0 0.0 -0.1
H -2.3586 -3.3014 2.2324 0.0 0.0 0.0
H -3.9399 -3.7299 1.5893 0.0 0.0 0.0
H -3.9513 -1.4188 2.5859 0.0 0.0 0.0
H -4.3031 -1.3737 0.8579 0.0 0.0 0.1
H -1.5913 -0.8350 2.1527 0.1 0.0 0.1
H -2.6566 0.3741 1.4445 0.0 0.0 0.0
H -1.5154 -0.5011 -4.3761 0.0 -0.1 0.0
H -0.5597 0.7392 -3.6215 0.2 0.0 0.1
H -2.1785 1.5428 -5.3879 0.0 0.0 0.0
H -2.2321 2.4097 -3.8706 0.0 0.0 0.0
H -4.4578 1.2517 -5.1612 0.0 0.0 0.0
H -4.4514 1.7835 -3.5051 0.0 0.0 0.0
H -3.7955 -1.0278 -4.5037 0.0 0.0 0.1
H -5.2282 -0.5497 -3.6224 0.0 0.0 0.0
H -3.4635 -1.6818 -2.2245 0.1 -0.2 0.1
H -4.0593 -0.1542 -1.6013 0.0 0.1 0.0
H -3.8846 2.1734 -0.1390 0.0 -0.1 0.1
H -3.2856 2.1562 -1.7920 0.0 -0.1 -0.1
H -3.5890 4.4815 -1.0891 0.0 0.0 0.0
H -1.8802 4.1467 -1.3098 0.0 0.0 0.0
H -3.4095 4.6233 1.2647 0.0 0.0 0.0
H -1.8390 5.2298 0.7902 0.0 0.0 0.0
H -2.5695 2.5809 2.0489 0.0 0.0 0.0
H -1.1828 3.6115 2.3735 0.0 0.0 0.0
H -0.4520 1.5746 1.2431 0.0 -0.2 0.1
H -0.1984 2.9463 0.1647 0.1 0.0 0.0
F 0.6573 2.5240 -2.2320 -0.2 -0.1 0.1
B 1.0623 1.3048 -1.9025 -0.5 0.1 -0.3
F 2.2898 0.9744 -2.3032 0.2 -0.1 0.0
C 1.7716 -2.1323 -3.0163 0.0 0.1 0.1
As 2.6306 -1.9531 -1.2874 0.4 -0.5 -0.7
C 2.5241 -3.7414 -0.5847 -0.1 0.1 0.1
C 4.4648 -1.8538 -1.8544 0.0 0.1 0.2
O 1.4331 -1.3091 1.3667 -0.8 -1.2 1.0
H 2.1774 -3.0049 -3.5116 0.1 -0.2 -0.1
H 2.0031 -1.2495 -3.6047 0.0 0.1 -0.1
H 0.6947 -2.2317 -2.9275 -0.1 0.0 0.1
H 3.0123 -4.4208 -1.2698 0.1 -0.2 -0.2
H 1.4848 -4.0319 -0.4562 -0.1 0.0 0.0
H 3.0178 -3.7680 0.3791 0.1 0.0 0.2
H 4.6108 -2.6378 -2.5856 0.1 -0.2 -0.2
H 5.1309 -2.0057 -1.0122 0.1 0.0 0.1
H 4.6599 -0.8880 -2.3003 0.1 0.2 -0.1
```
Positions in Å, forces in eV/Å.

Results of the Löwdin charge analysis, in e, for atoms 1 through 5: V 0.34; Se 0.79; C -0.61; C -0.11; C -0.12



Computed, not measured: an isolated ion of composition C25H53BFN5O4P and charge +1 at a distorted geometry, with ωB97M-V/def2-TZVPD.

Computed properties:
E, a.u.: -2024.81941
Net charge: +1
HOMO-LUMO gap, eV: 8.60
SMILES: CCN[N@+]1(CC)[C@@H](C[C@H](C)F)O[C@@](CCCCNC(C)=O)(CCN(CC)C(C)=O)[C@]1(B(N)O)P(C)CC
Multiplicity: 1
E_LUMO, Ha: -0.088
Highest occupied orbital energy, eV: -11.009

The geometry in XYZ format:
```
90
Properties=species:S:1:pos:R:3:forces:R:3
C -4.8567 1.6771 -2.6499 1.1 -0.2 -0.4
C -3.5266 2.0738 -1.9178 -1.6 0.7 -1.3
N -3.2757 1.1738 -0.8378 0.2 1.0 0.4
N -1.9915 0.6725 -0.5741 0.4 -1.5 0.4
C -1.7492 -0.2617 -1.7264 0.3 -1.9 -1.2
C -2.9173 -1.2146 -2.0916 0.0 0.0 0.0
C -1.9783 0.0689 0.8630 -2.4 1.3 2.5
C -2.7658 -1.1947 1.2103 1.1 -0.6 -0.6
C -2.1958 -2.5629 0.8245 -1.8 -0.7 0.4
C -3.3361 -3.5953 0.7063 0.4 1.0 -0.1
F -1.4161 -2.9887 1.8875 0.8 0.1 -0.3
O -0.7823 0.3326 1.5567 0.8 -0.4 -0.7
C 0.1798 0.8524 0.5193 -1.1 -1.7 0.5
C 1.3858 1.6951 0.9821 -0.4 0.7 -0.5
C 2.6371 1.6024 0.0613 0.5 0.4 0.7
C 3.8613 0.8395 0.6177 0.2 0.6 -1.5
C 5.1302 1.3397 -0.1398 0.0 -1.0 -0.5
N 5.6531 0.2513 -1.0163 -0.1 -0.6 0.9
C 4.8441 0.1162 -2.1889 -0.2 -1.3 0.6
C 3.9864 -1.1057 -2.4047 -0.3 -0.6 0.6
O 4.8108 0.9634 -3.0095 0.1 2.1 -1.7
C 0.7520 -0.5163 0.0683 0.1 -1.0 0.0
C 1.4536 -1.2446 1.2631 -0.5 -0.6 -0.3
N 2.2566 -2.3730 0.7339 -0.1 1.0 0.4
C 1.4630 -3.5944 0.5409 0.5 -1.4 0.0
C 1.2552 -4.4612 1.8005 -0.4 0.7 0.2
C 3.3778 -2.6076 1.6078 1.2 -0.9 -1.9
C 4.6914 -3.0090 0.9362 -0.7 0.7 -0.3
O 3.3380 -2.4668 2.7801 -0.5 0.7 1.9
C -0.9113 1.6617 -0.2478 2.0 2.0 -1.9
B -0.0961 2.3360 -1.5315 0.0 0.0 -1.0
N 0.5681 1.4859 -2.5433 -0.4 0.1 0.2
O 0.0651 3.7015 -1.6843 -0.4 -0.5 0.3
P -1.4376 3.2956 0.7130 -0.1 0.7 0.5
C -0.8409 3.2291 2.4855 -0.2 -0.1 -0.2
C -3.2584 3.4403 1.1133 -0.7 -0.3 1.5
C -3.7643 2.9200 2.5002 -0.4 -0.2 -0.5
H -4.5785 1.1683 -3.5749 -0.3 -0.2 0.1
H -5.4041 2.5665 -2.9516 -0.2 -0.1 0.3
H -5.4489 0.9774 -2.0608 -0.2 0.3 0.0
H -2.7711 2.1158 -2.7063 0.4 -0.5 0.4
H -3.6727 3.1295 -1.6503 0.4 -0.2 0.7
H -4.0364 0.7610 -0.3295 0.2 -0.1 0.0
H -1.5363 0.2662 -2.6494 -0.1 0.7 0.4
H -0.8835 -0.9109 -1.6399 0.2 0.6 0.6
H -3.6974 -1.3269 -1.3428 0.1 0.1 0.0
H -3.3784 -0.8989 -3.0259 -0.2 0.1 0.2
H -2.5311 -2.2145 -2.2983 0.1 0.1 0.1
H -2.6344 0.8109 1.3437 -0.2 0.0 -0.5
H -3.7982 -1.1119 0.8661 0.1 0.2 -0.2
H -2.8440 -1.1911 2.2999 0.1 0.1 0.0
H -1.6528 -2.5832 -0.1218 0.5 0.2 0.3
H -4.1202 -3.1468 0.0925 0.0 -0.4 -0.2
H -2.9603 -4.5082 0.2512 -0.2 -0.1 0.2
H -3.7500 -3.7568 1.7019 0.0 -0.2 -0.1
H 1.5973 1.4614 2.0249 0.1 0.0 -0.1
H 1.1560 2.7618 0.9375 -0.4 -0.2 0.3
H 2.3884 1.2760 -0.9477 0.0 -0.3 0.1
H 3.0128 2.6176 -0.0983 -0.4 0.1 0.2
H 3.9997 0.9973 1.6863 -0.3 -0.2 0.0
H 3.7587 -0.2039 0.3283 0.1 -0.2 0.7
H 4.9034 2.1778 -0.8090 0.0 0.3 0.5
H 5.9395 1.5971 0.5406 -0.1 0.1 0.0
H 6.6164 0.4517 -1.2618 -0.2 0.1 -0.3
H 3.4136 -1.3943 -1.5155 0.2 0.0 0.1
H 4.5896 -1.9772 -2.6760 0.1 0.1 0.1
H 3.2699 -0.9446 -3.2074 0.2 0.3 -0.1
H -0.0102 -1.2733 -0.1288 -0.3 0.6 -0.2
H 1.3519 -0.5260 -0.8399 0.3 0.4 0.2
H 0.6789 -1.6818 1.8991 0.0 0.4 0.1
H 2.0507 -0.6049 1.9042 0.2 0.0 -0.2
H 0.4814 -3.4014 0.1097 0.1 0.5 -0.1
H 1.9858 -4.2236 -0.1895 -0.1 0.2 -0.1
H 1.0374 -3.8208 2.6591 0.1 -0.1 0.0
H 0.3709 -5.0882 1.6844 0.2 -0.2 -0.1
H 2.1293 -5.0613 2.0482 0.0 0.0 -0.1
H 5.5023 -2.6758 1.5787 0.0 -0.5 0.2
H 4.7695 -2.4267 0.0174 0.1 -0.3 -0.2
H 4.7206 -4.0746 0.7074 0.1 0.0 0.1
H 1.4056 1.9748 -2.8620 -0.1 0.0 -0.1
H -0.0470 1.4912 -3.3609 0.2 -0.4 0.0
H -0.5598 4.0701 -2.3249 0.4 0.3 0.1
H -1.0884 2.3020 2.9999 0.1 0.1 0.1
H -1.3337 4.0635 2.9909 -0.2 -0.1 -0.1
H 0.2176 3.4581 2.5826 0.0 -0.2 -0.2
H -3.9981 3.1012 0.3976 0.5 0.0 -0.4
H -3.4076 4.5232 1.1766 0.3 0.0 -0.3
H -3.2856 2.0024 2.8475 0.1 0.1 0.0
H -3.6965 3.6755 3.2802 0.3 -0.1 0.0
H -4.8316 2.6971 2.4088 0.0 0.0 0.1
```
Positions in Å, forces in eV/Å.

Results of the Löwdin charge analysis, in e, for atoms 1 through 5: C -0.04; C -0.23; N -0.03; N -0.09; C -0.13



> Among the records above, which one has the lowest multiplicity?

C25H53BFN5O4P